ORCA calculation (ωB97M-V/def2-TZVPD) on a structure of composition C32H43Cl2LiN2O6S4Si at a distorted geometry.

Output
E_tot ... -4616.473362 hartree
LUMO ... 0.1429 Eh
2S+1 ... 1
Gap between HOMO and LUMO ... 5.30 eV
Net charge ... -2

Last column: Löwdin charge in e.
Geometry (Å):
Li: 9.92744 11.78666 13.09242  0.6027
Cl: 14.36874 13.81424 18.23488  0.6413
C: 13.05154 13.44836 17.24157  -0.7621
C: 11.76022 13.80385 17.64984  -0.1271
C: 10.66055 13.57500 16.80998  -0.6271
Cl: 9.08246 13.79597 17.35411  0.7410
C: 10.81150 12.96492 15.53395  -0.4108
O: 9.82478 12.77604 14.78240  -0.1216
C: 12.20583 12.61725 15.12916  -0.1043
C: 12.42891 12.12370 13.76760  -0.1841
O: 11.68353 12.30517 12.76940  -0.0807
C: 13.29173 12.94493 15.98373  -0.0915
H: 11.63070 14.32396 18.60559  0.0997
H: 13.35022 11.50082 13.65697  0.1264
H: 14.28486 12.62752 15.67839  0.1031
C: 7.95087 11.69343 7.02850  -0.0266
C: 9.31517 12.25005 7.51930  -0.5677
C: 10.27002 11.24358 8.12996  -0.0460
C: 9.98688 13.19300 6.54131  -0.0531
O: 8.92949 13.11178 8.72280  -0.2118
Si: 8.73018 14.75232 8.96305  -0.1467
S: 7.89402 14.99359 10.95839  0.2222
O: 10.04752 15.65414 8.78135  -0.1889
C: 11.21728 16.04486 9.58584  -0.6367
C: 10.67238 17.04921 10.58863  -0.0709
C: 11.81153 14.73260 10.08261  -0.0254
C: 12.17906 16.80245 8.67282  -0.0548
O: 7.65463 15.23647 7.81438  -0.1957
C: 6.32991 15.94927 7.83477  -0.6334
C: 5.94906 15.79144 6.40404  -0.0721
C: 6.64682 17.38780 8.14599  -0.0565
C: 5.32949 15.33336 8.80808  -0.0731
H: 8.08266 10.91516 6.29734  0.0562
H: 7.35366 12.44437 6.49606  0.0652
H: 7.35719 11.32492 7.92451  0.1094
H: 10.50536 10.39374 7.38062  0.1027
H: 9.84193 10.70917 8.97308  0.0687
H: 11.23773 11.66856 8.44777  0.0823
H: 10.42357 12.60557 5.73163  0.0762
H: 10.73484 13.82002 7.08177  0.0823
H: 9.24819 13.87209 6.08385  0.0815
H: 9.99630 16.47360 11.23020  -0.0003
H: 10.07098 17.84551 10.04872  0.1024
H: 11.56619 17.51712 11.07004  0.0849
H: 11.07292 14.19372 10.66764  0.0654
H: 12.74579 14.82945 10.70794  0.0989
H: 12.04987 14.18541 9.14219  0.0861
H: 11.76934 17.76362 8.31416  0.0854
H: 12.53258 16.24365 7.81308  0.0698
H: 13.00171 16.93575 9.38314  0.0761
H: 6.60888 16.32497 5.70092  0.0823
H: 4.91594 16.16826 6.28854  0.0808
H: 5.95697 14.70567 6.12118  0.0897
H: 7.33225 17.82972 7.41411  0.0849
H: 7.05985 17.47474 9.14884  0.0662
H: 5.76622 18.04600 8.20443  0.0799
H: 5.21767 14.25609 8.64361  0.0863
H: 4.34446 15.85879 8.72947  0.0863
H: 5.73590 15.44804 9.83311  -0.0086
O: 9.40972 10.09781 12.25326  -0.3174
C: 9.44681 8.76263 12.59184  -0.6349
C: 8.02737 8.11502 12.39014  -0.4318
C: 6.99414 8.49764 11.58231  -0.1016
C: 5.88248 7.57554 11.59427  -0.1799
C: 6.21877 6.48004 12.33172  -0.4422
S: 7.64137 6.67082 13.34226  0.9509
C: 9.82439 8.69059 14.11259  -0.4595
C: 11.10317 8.47605 14.64905  -0.1227
C: 11.04640 8.29559 16.02905  -0.2354
C: 9.81815 8.39812 16.55317  -0.4087
S: 8.62560 8.71531 15.32879  1.0124
C: 10.52336 8.10225 11.71570  -0.4462
C: 10.58294 6.83388 11.21491  -0.1509
C: 11.47870 6.65935 10.10517  -0.1982
C: 12.21055 7.81024 9.91830  -0.4278
S: 11.77053 9.08838 11.02052  1.0467
H: 7.06582 9.31566 10.87030  0.1173
H: 5.04954 7.63800 10.90605  0.0904
H: 5.56619 5.61622 12.53754  0.0491
H: 11.95675 8.22092 14.01922  0.1049
H: 11.92220 8.08771 16.65088  0.1009
H: 9.50158 8.24271 17.55588  0.0436
H: 10.00307 5.97047 11.57988  0.0971
H: 11.55823 5.78128 9.43763  0.0930
H: 12.96850 7.97530 9.16836  0.0438
N: 6.62334 12.99965 13.42295  -0.1033
N: 7.08328 13.94352 14.36491  -0.1061
H: 6.85218 12.04631 13.61015  0.0351
H: 6.82127 13.30764 12.46278  -0.0550
H: 6.83684 14.90301 14.16404  0.0441
H: 7.99823 13.77156 14.74484  -0.0164